# C36H57N10O7

10 unconnected molecules or ions with the total composition C36H57N10O7 in a non-equilibrium geometry (wB97M-V/def2-TZVPD, the OMol25 dataset).

Energy, eV: -67452.070
Orbital gap, eV: 4.03
LUMO energy, eV: -5.470
Energy relative to the best compared isomer or geometry (same formula, charge and spin), kcal per mole: 60.24

Structure (ORCA input):
```
! RIJCOSX wB97M-V def2-TZVPD def2/J DEFGRID3
* xyz 1 1
C 9.06 61.46 14.97
C 10.57 61.50 14.41
C 11.52 62.10 15.48
C 13.03 61.93 15.37
C 13.25 60.73 14.32
C 12.25 59.55 14.42
N 10.91 60.14 14.01
O 10.14 59.47 13.19
C 12.18 59.01 15.86
C 12.63 58.40 13.50
C 10.61 62.45 13.22
H 9.17 60.77 15.73
H 8.22 61.00 14.36
H 8.61 62.30 15.64
H 11.17 61.66 16.36
H 11.21 63.02 15.72
H 13.45 61.77 16.19
H 13.46 62.66 14.75
H 14.50 60.38 14.58
H 13.42 61.20 13.19
H 11.77 57.90 15.75
H 11.65 59.65 16.51
H 13.25 58.88 16.50
H 12.69 58.77 12.40
H 12.07 57.54 13.83
H 13.67 58.06 13.72
H 9.94 62.16 12.40
H 11.53 62.88 12.84
H 9.93 63.35 13.63
N 10.66 63.67 19.39
C 11.16 64.94 18.94
C 9.98 65.46 18.10
C 8.95 64.38 18.10
C 9.46 63.26 18.77
H 11.37 62.76 19.79
H 12.15 65.47 19.32
H 10.04 66.38 17.64
H 8.11 64.33 17.36
H 9.06 62.24 18.95
N 13.91 60.21 10.52
C 13.00 59.34 9.84
C 11.89 60.26 9.29
C 12.21 61.67 9.77
C 13.51 61.54 10.55
H 14.74 59.87 11.12
H 13.21 58.21 9.71
H 11.07 59.94 8.64
H 11.65 62.65 9.46
H 14.10 62.29 11.03
N 11.84 60.34 21.26
C 12.89 61.26 21.53
C 13.70 61.46 20.22
C 12.94 60.57 19.14
C 11.83 59.86 19.94
H 11.33 60.10 22.08
H 13.00 61.72 22.55
H 14.36 62.30 20.17
H 13.11 60.52 18.19
H 11.03 59.08 19.81
N 14.19 53.43 13.34
C 14.97 52.90 12.27
C 14.91 53.98 11.35
C 14.09 55.20 11.89
C 13.66 54.64 13.24
H 14.01 52.78 14.23
H 15.65 52.19 12.07
H 15.48 53.95 10.44
H 14.00 56.01 11.42
H 12.95 55.10 14.16
N 15.15 66.86 18.78
C 14.07 67.42 18.11
C 13.60 66.38 17.05
C 14.66 65.21 17.18
C 15.58 65.66 18.34
H 15.66 67.51 19.48
H 13.54 68.46 18.25
H 12.86 66.59 16.36
H 14.75 64.37 16.54
H 16.46 65.33 18.72
N 13.55 54.95 19.01
C 14.61 54.93 18.16
C 14.09 55.63 16.85
C 12.60 55.63 17.07
C 12.33 55.26 18.46
H 13.62 54.58 20.03
H 15.61 54.88 18.57
H 14.60 56.08 16.02
H 11.66 56.10 16.53
H 11.41 55.17 19.17
C 17.68 59.01 12.33
N 16.72 58.03 11.91
O 17.13 56.83 11.88
O 15.60 58.40 11.60
H 18.30 59.47 11.35
H 18.32 58.40 12.87
H 17.45 59.66 13.14
C 7.83 57.01 18.40
N 8.12 58.46 18.32
O 9.21 58.80 17.58
O 7.37 59.21 18.83
H 8.70 56.63 19.02
H 7.63 56.85 17.43
H 6.91 57.08 19.08
C 17.79 59.09 16.22
N 16.37 58.92 16.20
O 15.95 58.27 15.20
O 15.65 59.51 16.92
H 17.90 58.17 16.76
H 17.80 59.94 16.91
H 18.23 59.20 15.20
*
```

Atom charges from the Mulliken analysis, given in e for atoms 1 to 8:
1 C -1.089
2 C 1.559
3 C -1.807
4 C -1.687
5 C 0.032
6 C 1.033
7 N 1.077
8 O -0.354

# C4H7NO

A single C4H7NO molecule in a non-equilibrium geometry (wB97M-V/def2-TZVPD, the OMol25 dataset).

Energy, eV: -7796.241
Orbital gap, eV: 9.98
LUMO energy, eV: 0.995
Energy relative to the best compared isomer or geometry (same formula, charge and spin), kcal per mole: 78.49

Structure (ORCA input):
```
! RIJCOSX wB97M-V def2-TZVPD def2/J DEFGRID3
* xyz 0 1
O -2.63 -0.75 1.40
C -1.87 -0.33 0.57
C -0.63 0.48 0.84
N 0.35 0.61 -0.25
C 0.72 -0.39 -1.20
C 1.69 0.13 -0.19
H -2.07 -0.47 -0.51
H -0.21 0.27 1.84
H -0.79 1.53 0.59
H 0.74 -0.03 -2.22
H 0.33 -1.39 -1.05
H 1.94 -0.52 0.64
H 2.44 0.87 -0.46
*
```

Atom charges from the Mulliken analysis, given in e for atoms 1 to 8:
1 O -0.466
2 C 0.026
3 C -0.422
4 N -0.270
5 C -0.451
6 C -0.424
7 H 0.362
8 H 0.319

# C36H32BF4GeN4O2STc

A molecular structure, C36H32BF4GeN4O2STc (wB97M-V/def2-TZVPD, the OMol25 dataset).

Energy, eV: -128992.093
Orbital gap, eV: 6.29
LUMO energy, eV: -7.245
Energy relative to the best compared isomer or geometry (same formula, charge and spin), kcal per mole: 37.44

Structure (ORCA input):
```
! RIJCOSX wB97M-V def2-TZVPD def2/J DEFGRID3
* xyz 2 1
Tc -1.41 0.98 0.33
C -4.19 2.29 -2.06
C -3.97 1.49 -0.81
C -3.30 0.25 -0.87
C -3.11 -0.50 0.31
C -3.40 0.06 1.56
C -4.14 1.26 1.59
C -4.45 1.93 0.43
H -3.97 3.34 -1.89
H -5.24 2.21 -2.34
H -3.58 1.92 -2.88
H -3.04 -0.17 -1.84
H -2.72 -1.52 0.26
H -3.24 -0.51 2.47
H -4.47 1.65 2.55
H -5.06 2.83 0.46
N 6.74 2.62 1.66
C 5.48 2.20 1.77
C 4.70 1.92 0.62
C 3.41 1.51 0.73
C 2.85 1.35 2.01
C 3.60 1.61 3.18
C 4.89 2.03 3.05
S 1.24 0.89 2.24
O 0.95 0.49 3.56
O 1.01 -0.36 1.14
N 0.14 1.74 1.50
C -0.40 2.95 1.86
N -1.60 2.96 1.26
C -2.32 4.08 1.40
C -1.84 5.12 2.16
C -0.60 4.96 2.77
N 0.14 3.86 2.62
H 7.16 2.76 0.75
H 7.30 2.83 2.46
H 5.15 2.03 -0.36
H 2.82 1.31 -0.15
H 3.16 1.47 4.15
H 5.48 2.24 3.94
H -3.27 4.15 0.89
H -2.41 6.03 2.28
H -0.18 5.74 3.40
F 1.32 3.16 -0.78
B 0.74 2.35 -1.71
F 0.61 2.85 -2.95
F 1.23 1.05 -1.66
F -0.74 2.17 -1.19
C -0.12 -0.27 0.47
Ge 0.00 -2.12 -0.93
C -0.81 -1.92 -2.67
C -2.18 -2.15 -2.87
C -2.73 -2.10 -4.14
C -1.91 -1.83 -5.23
C -0.55 -1.62 -5.05
C -0.01 -1.67 -3.78
C 1.91 -2.26 -0.82
C 2.41 -3.20 0.09
C 3.78 -3.42 0.20
C 4.65 -2.69 -0.59
C 4.17 -1.74 -1.49
C 2.81 -1.52 -1.60
C -1.00 -3.25 0.28
C -0.92 -3.12 1.67
C -1.62 -3.97 2.51
C -2.41 -4.97 1.96
C -2.50 -5.13 0.59
C -1.80 -4.27 -0.25
H -2.82 -2.41 -2.04
H -3.78 -2.29 -4.28
H -2.34 -1.79 -6.23
H 0.08 -1.43 -5.90
H 1.06 -1.52 -3.67
H 1.73 -3.79 0.70
H 4.15 -4.16 0.89
H 5.72 -2.86 -0.51
H 4.86 -1.18 -2.10
H 2.45 -0.76 -2.28
H -0.29 -2.36 2.12
H -1.54 -3.86 3.58
H -2.96 -5.65 2.61
H -3.10 -5.92 0.16
H -1.86 -4.42 -1.32
*
```

Atom charges from the Mulliken analysis, given in e for atoms 1 to 8:
1 Tc -0.396
2 C -1.918
3 C 1.435
4 C 0.057
5 C -1.183
6 C 0.017
7 C -0.681
8 C -0.960

# C5H33N2O9S

10 unconnected molecules or ions with the total composition C5H33N2O9S in a non-equilibrium geometry (wB97M-V/def2-TZVPD, the OMol25 dataset).

Energy, eV: -37955.626
Orbital gap, eV: 9.37
LUMO energy, eV: -2.333
Energy relative to the best compared isomer or geometry (same formula, charge and spin), kcal per mole: 93.44

Structure (ORCA input):
```
! RIJCOSX wB97M-V def2-TZVPD def2/J DEFGRID3
* xyz 1 1
N -1.40 0.96 0.37
C 0.06 0.36 -0.08
C 1.09 1.35 0.47
C 2.48 0.88 0.20
S 2.93 -0.65 1.20
C 0.05 0.34 -1.64
N -0.15 -1.12 -1.85
C -1.07 -1.64 -2.81
H -1.61 1.91 0.02
H -2.11 0.27 0.06
H -1.38 0.92 1.44
H -0.11 -0.65 0.38
H 0.84 1.45 1.54
H 0.90 2.26 -0.04
H 2.76 0.77 -0.78
H 3.36 1.61 0.47
H 1.89 -0.82 2.04
H -0.80 0.73 -2.23
H 0.99 0.76 -2.13
H -1.34 -2.36 -0.25
H -2.00 -1.01 -2.83
H -1.47 -2.67 -2.39
H -0.93 -1.57 -3.92
H 1.54 4.14 -1.24
H 1.28 5.15 -2.27
O 1.16 5.08 -1.30
H 3.63 -1.71 -1.08
H 4.43 -1.87 -2.42
O 3.72 -1.43 -2.01
H -2.13 4.72 -0.50
H -0.72 4.48 -0.97
O -1.48 3.95 -0.69
H -4.44 -0.71 -0.08
H -3.38 -1.89 0.19
O -3.60 -1.03 -0.25
H -1.40 -1.66 2.01
H -0.59 -0.81 2.96
O -1.17 -0.77 2.14
H -2.21 -3.69 -0.48
H 0.82 -1.57 -2.04
O -1.85 -2.97 0.34
H 1.18 -1.52 4.12
H 1.24 -0.08 4.69
O 0.76 -0.73 4.00
H -2.96 1.87 -3.00
H -2.32 2.87 -1.86
O -2.69 1.99 -2.12
H -0.91 -3.70 1.80
H -0.63 -4.35 3.08
O -0.24 -3.79 2.39
*
```

Atom charges from the Mulliken analysis, given in e for atoms 1 to 8:
1 N -0.051
2 C 0.701
3 C -0.744
4 C -0.761
5 S -0.230
6 C -0.498
7 N -0.195
8 C -0.735

# C20H26BCl4O5

A gas-phase ion, C20H26BCl4O5 (charge -1) in a non-equilibrium geometry (wB97M-V/def2-TZVPD, the OMol25 dataset).

Energy, eV: -82173.145
Orbital gap, eV: 8.72
LUMO energy, eV: 2.483

Structure (ORCA input):
```
! RIJCOSX wB97M-V def2-TZVPD def2/J DEFGRID3
* xyz -1 1
Cl 3.91 1.99 -2.33
B 2.61 0.66 -2.49
Cl 2.17 0.25 -4.26
Cl 3.43 -0.98 -1.75
O 1.44 0.99 -1.73
C 0.59 -0.02 -1.33
C -0.80 0.19 -1.97
C -1.53 -0.90 -2.44
C -2.80 -0.71 -2.98
C -3.28 0.59 -3.16
Cl -4.85 0.86 -3.79
C -2.45 1.69 -2.88
C -1.23 1.48 -2.25
H 0.97 -0.97 -1.75
H -1.09 -1.91 -2.41
H -3.43 -1.56 -3.24
H -2.78 2.70 -3.11
H -0.59 2.33 -1.98
C -3.79 1.60 0.65
C -2.38 1.89 1.09
O -1.62 0.79 0.52
C -0.33 0.86 0.84
C 0.59 -0.19 0.21
C 1.96 -0.07 0.94
C 2.64 1.29 0.91
C 4.02 1.24 1.54
C 3.93 0.80 3.01
C 3.14 -0.49 3.18
C 1.83 -0.49 2.40
C 0.06 -1.62 0.44
O 0.78 -2.56 0.75
O -1.25 -1.82 0.21
C -1.58 -3.23 0.10
C -3.05 -3.24 -0.19
O 0.05 1.77 1.58
H -4.47 2.34 1.09
H -3.88 1.66 -0.44
H -4.09 0.60 0.98
H -1.99 2.84 0.69
H -2.27 1.86 2.18
H 2.63 -0.77 0.42
H 2.73 1.67 -0.11
H 2.01 1.99 1.47
H 4.63 0.53 0.97
H 4.51 2.22 1.47
H 4.93 0.69 3.45
H 3.42 1.60 3.57
H 3.74 -1.35 2.83
H 2.90 -0.68 4.23
H 1.14 0.22 2.87
H 1.40 -1.49 2.45
H -0.99 -3.67 -0.71
H -1.35 -3.74 1.05
H -3.42 -4.27 -0.26
H -3.61 -2.73 0.60
H -3.27 -2.74 -1.15
*
```

Atom charges from the Mulliken analysis, given in e for atoms 1 to 8:
1 Cl -0.357
2 B 1.059
3 Cl -0.387
4 Cl -0.325
5 O -0.769
6 C -1.142
7 C -0.565
8 C -0.074

The evaluated E_HOMO for the records listed, in turn: -0.349 -0.330 -0.497 -0.430 -0.229 hartree.